A:
51
Properties=species:S:1:pos:R:3 method="wB97M-V/def2-TZVPD" smiles="CCCCC(=O)N[C@H](c1ccccc1OC)c1ccc2cccnc2c1O" homo_ev=-8.1 e_lumo_ev=0.25
C 1.31 -3.67 -0.81
C 2.55 -3.59 0.08
C 2.23 -3.84 1.56
H 1.40 -4.53 1.64
H 3.10 -4.30 2.04
C 1.89 -2.56 2.34
C 0.61 -1.91 1.83
O -0.49 -2.33 2.10
N 0.82 -0.82 1.06
H 1.76 -0.55 0.80
C -0.25 -0.11 0.38
C -0.47 1.28 0.94
C -1.41 2.10 0.34
C -1.63 3.41 0.83
N -2.55 4.16 0.20
C -2.78 5.37 0.63
C -2.11 5.94 1.73
C -1.17 5.19 2.39
C -0.89 3.88 1.95
C 0.05 3.02 2.55
C 0.24 1.76 2.05
H 0.95 1.10 2.52
H 0.60 3.37 3.41
H -0.64 5.59 3.24
H -2.35 6.94 2.04
H -3.53 5.93 0.09
O -2.13 1.69 -0.73
H -2.72 2.44 -0.95
C 0.06 -0.05 -1.10
C 1.03 0.81 -1.57
C 1.36 0.85 -2.92
C 0.70 0.01 -3.79
C -0.27 -0.87 -3.34
C -0.60 -0.91 -1.99
O -1.53 -1.75 -1.46
C -2.24 -2.61 -2.30
H -1.57 -3.32 -2.81
H -2.91 -3.17 -1.65
H -2.82 -2.06 -3.05
H -0.76 -1.51 -4.05
H 0.95 0.03 -4.85
H 2.11 1.53 -3.27
H 1.52 1.47 -0.87
H -1.16 -0.70 0.54
H 2.73 -1.86 2.28
H 1.73 -2.83 3.38
H 3.02 -2.61 -0.04
H 3.27 -4.34 -0.26
H 0.94 -4.69 -0.83
H 1.56 -3.37 -1.83
H 0.52 -3.03 -0.44



B:
51
Properties=species:S:1:pos:R:3 method="wB97M-V/def2-TZVPD" smiles="CNC(=O)[C@@H](Cc1ccccc1)NC(C)=O.Oc1cccc2ccccc12" homo_ev=-7.8 e_lumo_ev=0.37
O -2.14 -3.13 -2.72
O 1.85 -4.48 -3.39
O -4.42 3.15 5.03
C -0.93 -3.07 -2.65
C 2.15 -4.15 -2.25
C 0.97 1.58 -1.71
C 2.13 0.87 -2.04
C -0.05 0.96 -0.97
C 2.29 -0.47 -1.63
C 0.10 -0.38 -0.57
C -0.10 2.30 2.50
C -3.58 5.69 2.53
C -0.76 1.60 3.51
C -4.26 4.99 3.53
C 1.26 -1.10 -0.89
C -0.63 3.49 2.01
C -2.38 5.19 2.02
C -1.97 2.09 4.02
C -3.73 3.80 4.04
C -1.84 3.99 2.52
C -2.52 3.29 3.54
N 3.42 -4.20 -1.83
N -0.32 -3.69 -1.63
C -0.18 -2.27 -3.70
C 4.55 -4.62 -2.67
C 1.45 -2.51 -0.34
C 1.09 -3.73 -1.21
H -5.22 3.65 5.27
H 0.86 2.61 -2.02
H 2.92 1.35 -2.60
H -0.95 1.50 -0.72
H 3.19 -1.00 -1.87
H -0.69 -0.85 0.01
H 0.84 1.92 2.09
H -3.99 6.61 2.13
H -0.35 0.67 3.89
H -5.19 5.39 3.92
H -0.11 4.03 1.23
H -1.86 5.74 1.24
H -2.47 1.53 4.81
H 3.62 -3.95 -0.88
H -0.97 -4.20 -1.06
H 0.78 -1.93 -3.33
H -0.01 -2.92 -4.56
H -0.78 -1.42 -3.99
H 4.57 -4.02 -3.58
H 4.42 -5.67 -2.96
H 5.49 -4.50 -2.13
H 2.48 -2.60 0.00
H 0.85 -2.57 0.57
H 1.13 -4.57 -0.51



Stability, highest: A



A:
7
Properties=species:S:1:pos:R:3 method="wB97M-V/def2-TZVPD" homo_ev=-10.5 e_lumo_ev=-0.60
N 0.31 0.33 -0.62
N 0.39 -0.02 0.81
O 2.41 -1.25 -0.20
O 2.60 1.20 0.07
S 1.81 0.02 -0.03
H -0.48 -0.70 -1.40
H 0.04 0.76 1.36



B:
7
Properties=species:S:1:pos:R:3 method="wB97M-V/def2-TZVPD" homo_ev="-11.7 / -11.4" e_lumo_ev="-1.19 / -2.59"
N -1.90 0.98 0.01
N 0.06 -0.26 0.40
O -4.34 0.55 -0.04
O -2.90 -1.42 0.10
S -3.02 -0.03 0.01
H 0.13 0.68 0.96
H 0.54 -0.08 -0.50



Stability, highest: A